# 1
The following is a quantum chemistry calculation of a structure of composition C48H54Cl5IN2O6OsPTe at a distorted geometry, from OMol25.

Values from the calculation:
Charge: 0
<S²>: 8.775
Spin multiplicity: 6
HOMO (spin up / spin down) in eV: -7.7 / -7.9
HOMO-LUMO gap (spin up / spin down) in hartree: 0.29219 / 0.24129
ΔE to the lowest compared entry with this formula, charge and spin in eV: 0.000

Atoms and positions in Å:
H -0.33641 4.93926 -1.98841
P -2.34937 2.94979 0.48597
C 5.27644 -0.93181 -1.34904
Te 1.08339 -1.90895 -0.81343
H -5.54081 2.62578 0.50655
N -1.17004 1.90629 0.71322
H -4.35769 0.55873 1.00077
H -4.93143 4.33931 1.48321
H 4.99323 -3.30389 -0.00784
C -1.97187 -2.66502 -1.52579
H -0.13745 -5.57785 -1.63879
H -5.01757 3.75593 -0.75226
H 1.26319 -0.73486 -4.68107
H -0.27804 4.90789 1.04720
C -3.65952 2.23361 2.81107
C 2.83956 0.85431 3.37066
C -2.69941 -3.84888 -1.51078
H 4.06150 2.22556 -1.57028
H -2.06616 3.64704 4.10645
Os 0.52050 1.32459 1.31259
H -2.72535 -4.49074 -4.84307
H 2.38672 -0.44797 -3.37185
C -4.07723 4.59924 2.10683
H 1.20185 -2.12516 6.45442
H 1.97381 1.01711 -1.10140
C -1.02173 -1.12844 3.46430
C -1.79215 4.47889 -0.47762
H -1.15307 -1.48159 6.82834
C -1.52072 -2.12642 -2.72766
Cl 6.38678 0.03477 5.07445
C 4.07850 1.15120 -1.43111
C 1.90236 -5.29132 -3.58678
C -2.95507 5.25344 -1.10669
C -3.03105 3.48250 2.17209
C 0.84542 -1.53944 1.86322
H 4.43286 -3.67520 -1.64420
C 4.16198 0.43059 3.60659
H -4.44921 4.78042 3.11972
C 4.03041 1.01322 5.95079
H -4.28724 -0.02590 -0.65828
H 4.08787 -5.98491 -5.54773
H 6.17641 0.95112 -1.82684
C 2.13550 1.29997 4.49923
H 1.47199 -5.97580 -1.04831
H -0.92403 3.44107 2.79146
C -2.96147 -4.49353 -2.70834
H 2.48222 -6.65791 -5.82428
C -1.04592 5.42351 0.47934
C 1.10092 -1.86674 4.32850
C 2.58608 -3.41995 -4.88002
C -1.85523 3.92400 3.06975
H -2.79136 0.21828 0.25795
C 2.70422 1.38317 5.76162
N 0.40398 -0.64455 0.95924
C 2.13158 -2.53720 -3.90351
I -4.08502 -6.26157 -2.69391
H 6.21225 -1.47720 -1.42026
H -2.59180 -0.87016 4.89847
H 3.03384 -3.01250 -5.78395
C -1.55133 -1.13451 4.74623
H -3.42448 4.71189 -1.92638
C 4.11605 -1.63190 -1.02475
H -1.63957 -0.86426 2.61290
H -2.97083 1.38575 2.77643
C -2.51804 -3.97305 -3.91603
O -1.03292 -0.05716 -3.73270
H -3.75349 1.13004 -2.44484
H 1.80482 -6.36800 -3.46238
Cl 4.76409 1.14627 7.50374
C -3.18234 1.90904 -1.93444
Cl 1.75286 1.91678 7.09403
O 0.18211 -0.49667 -1.93984
C 4.20345 -3.11387 -0.73696
C 5.25844 0.43678 -1.56369
Cl 5.01818 -0.22647 2.27064
H 0.67655 -4.51169 -0.51195
O 1.61892 -2.47599 1.53293
H -3.87876 2.44940 3.86027
Cl 0.49102 1.75499 4.26049
H 2.12892 -2.16309 4.15015
H 2.99673 -0.88022 -4.96616
H -0.55000 6.19241 -0.11966
O 1.04183 3.25444 1.59443
H -3.72318 5.51419 -0.37694
C -5.06054 2.70418 -0.46995
H -2.55935 6.18707 -1.51694
C 2.20513 -1.06706 -4.23873
C 2.49551 -4.79661 -4.73548
H -4.59699 1.95700 2.33112
H -2.13616 1.61125 -1.97399
C 2.92515 -0.90209 -0.96014
C -0.78975 4.04169 -1.55867
H 0.00967 3.43701 -1.13400
H -1.24734 3.48386 -2.37085
C -0.79041 -0.80916 -2.82092
C -1.81061 -2.78264 -3.91856
C 4.75318 0.52830 4.85928
O 1.90546 3.17997 0.63197
H -1.72239 5.93181 1.16637
C 1.44860 -4.45193 -2.57152
C 1.58395 -3.05702 -2.70963
C 2.90784 0.47429 -1.13996
H -5.70313 2.19341 -1.19289
C 0.83279 -5.15235 -1.37128
C 0.57792 -1.84579 5.61366
C -0.74668 -1.48201 5.82404
H -1.69869 5.00013 3.04296
H -3.65454 5.53552 1.74153
C -3.68337 2.03266 -0.48812
H -1.46632 -2.35031 -4.85039
O 2.32605 0.77583 2.17079
H -3.06195 -4.25465 -0.57518
C -3.78810 0.61122 0.07541
H -1.83913 -2.12820 -0.59928
C 0.30765 -1.48780 3.25426
H 3.04053 -5.26658 -6.77072
C 3.05114 -5.72798 -5.78229
H -3.31261 2.83121 -2.49953
H 3.28655 -3.50436 -0.30844

***

# 2
The following is a quantum chemistry calculation of a structure of composition C48H54N3O2SiTaTe at a distorted geometry, from OMol25.

Values from the calculation:
Charge: +2
HOMO in eV: -12.0
HOMO-LUMO gap in hartree: 0.17110
ΔE to the lowest compared entry with this formula, charge and spin in eV: 0.000

Atoms and positions in Å:
C 3.50463 -0.89192 -1.34677
C 1.12904 1.45816 -2.27300
H -3.49000 1.76799 -1.72521
H -0.09096 -5.79822 1.45288
H 0.38594 3.62358 5.65769
C 0.71615 -3.59724 0.31203
H 0.39232 -4.06439 -2.37413
C -0.77644 -7.11992 -1.59187
C 4.55578 3.13661 1.98680
N 1.83137 1.83184 -1.03280
O 0.32970 -3.38055 1.44928
C 0.05674 0.63865 4.21099
C -0.59485 -7.04179 -0.21902
C -2.14046 -1.54451 -5.26867
C 0.24316 -4.81366 -0.36026
H -3.50594 0.15406 -2.38399
H -2.07667 -2.05112 3.35778
C 0.21921 2.95000 4.85400
C 0.34004 -0.82457 4.34948
H 4.26109 -0.22247 -1.74962
C -3.33656 0.74713 3.50119
C 4.82486 2.29777 3.01624
H -2.29693 3.34007 -1.34103
C -2.95733 0.83766 -1.68184
H -3.38473 -0.12582 4.08971
C -1.47369 4.00479 -1.16728
N -0.81669 2.53704 1.38084
C -2.99076 0.34674 2.06644
H 1.32577 4.55012 -0.38990
H 5.50488 2.57168 3.79925
C -3.92073 2.44856 0.83337
C -0.34339 2.37098 2.63943
C 0.20160 1.57049 5.21271
C 3.58218 -2.23188 -1.72372
H -1.71336 -2.87254 -0.21051
C 0.10716 -2.17734 -4.78595
C 4.15142 1.09202 3.11384
C -2.68814 -2.25236 2.46820
H 0.19347 -1.18038 5.35038
H -0.18835 -1.44540 3.62821
H 4.44871 -3.73232 -3.04824
C 0.92611 4.75559 0.57634
H 1.65796 3.30095 -3.30649
H -1.50439 -3.58933 -4.93124
H 1.16888 0.35280 -2.48629
C 1.54164 -1.32914 -0.05023
C 1.60475 2.25474 -3.49638
H -2.15335 5.01770 2.77788
C -2.09054 5.32382 1.70777
O 0.46771 -0.71632 0.65975
H 2.86611 -0.24283 2.18229
H 2.69448 -4.14870 -1.46572
H -0.93771 -7.86310 0.42909
H -1.20659 -7.98099 -2.05297
Te 0.22215 2.18966 -5.17519
H -2.21304 -3.05346 1.88327
H -1.96420 1.00302 -2.11902
H -1.98416 -1.95340 -1.69286
C 0.00239 3.35841 3.54749
H 1.41063 -0.98254 4.11649
C 2.38473 0.97358 -0.23572
H 0.34500 1.23856 6.21826
H 4.99703 4.12496 1.99588
H -4.93919 2.16604 0.64404
H -3.18075 -1.78179 -5.42435
C -0.36454 0.17224 -5.07825
C 3.68744 2.74952 0.97534
H -3.08537 5.24023 1.27868
H 0.77730 -2.99850 -4.63434
H -4.32349 1.22181 3.49242
H -0.65423 3.68061 -1.76907
H 1.43662 4.03284 1.23417
H 5.57614 -2.52414 -2.50608
C 4.52552 -2.68049 -2.82411
H -1.73398 6.35894 1.68399
C 1.66689 -2.65569 -0.30707
Si -0.91817 4.25966 0.62657
C -2.73397 -1.01400 1.60582
H -3.77795 3.03849 1.74041
H 3.54536 3.39407 0.10337
C 3.08214 1.51147 0.99587
C 0.11890 -4.89760 -1.75017
H 4.45040 -2.09708 -3.72914
H -3.36279 -2.59035 -0.82588
C -0.38812 -6.05103 -2.32576
H -1.77571 4.97361 -1.47910
H -0.50991 -6.07830 -3.38018
Ta -0.91766 0.47049 1.02739
H 4.42408 0.42772 3.92888
C 0.54842 -0.87086 -4.85654
C -1.71085 -0.22547 -5.23941
H 1.61969 -0.72630 -4.82225
C -2.89752 0.38845 -0.24003
C 2.47797 -0.44575 -0.52364
C -3.25287 1.15559 0.91109
H 2.57454 1.93477 -3.82501
C -2.38201 -2.14301 -0.68765
C -1.19850 -2.54957 -5.01053
N -0.24660 1.03641 2.94485
C -2.61931 -0.96469 0.17363
H -0.05681 4.42476 3.34252
H -3.73913 -2.43284 2.77822
H 1.15444 5.75573 0.87292
C -0.12793 -5.90622 0.39241
H -3.59055 3.04495 -0.00517
C 3.32427 0.70412 2.11982
C 2.69318 -3.11117 -1.18752
H 0.07798 1.68715 -2.12351
H -2.59181 1.41753 3.93148
H -2.43643 0.55607 -5.38850

***

# 3
The following is a quantum chemistry calculation of a structure of composition C48H54N4O2P3SiSn, from OMol25.

Values from the calculation:
Charge: +2
<S²>: 0.759
Spin multiplicity: 2
HOMO (spin up / spin down) in eV: -11.8 / -12.5
HOMO-LUMO gap (spin up / spin down) in hartree: 0.27238 / 0.23616

Atoms and positions in Å:
C -1.94646 1.52493 -1.94269
O 2.26961 -1.31480 -0.69993
H 2.20298 -0.72188 3.29511
H -1.28652 -2.15606 -2.63311
C 4.89964 -3.41712 -1.84610
C 6.00284 -2.82800 -1.24801
C -3.59688 4.23185 3.21550
H 2.73167 -3.27241 -2.06799
C 0.97976 3.74699 -2.55013
P 2.34151 1.84605 2.29840
C -2.41083 2.61570 -2.67376
H -3.37690 4.52855 1.09886
H 2.38916 2.20551 5.65069
C 0.25848 3.76873 -0.25028
H 0.20203 3.41739 4.62472
H -1.75005 -3.34394 -1.40327
C 1.99744 0.55803 -3.07209
C 0.60600 0.62489 -2.98991
H -4.69870 -2.71800 -0.51676
H -2.98098 -2.60842 -2.44226
H 0.85421 0.37264 6.49216
H 5.54237 0.35387 2.24461
C 2.60270 -0.09190 -4.13323
C -4.20445 0.76603 -1.64667
H 4.99866 -4.28924 -2.47630
H -4.00358 -0.99592 4.06182
C -5.44187 -2.64346 1.48151
C -4.66923 1.85918 -2.36468
C 0.61629 5.10378 -0.14992
C 5.80631 -1.71329 -0.44818
C 3.25799 2.46618 -0.13590
C 0.43018 3.08780 -1.44952
C -2.04916 -2.41955 -1.89970
H -0.30854 1.30814 4.53676
C -0.16754 0.02037 -3.97919
C 0.32096 -0.28638 5.81778
H -3.73017 3.64015 5.27469
C -0.39924 -2.49081 5.19921
H -2.79811 1.39836 4.88660
H 0.81345 -2.06454 6.91660
H 0.01639 3.22710 2.89143
H 1.78093 5.58813 -3.29564
C 2.76662 2.79030 4.80814
C -4.15531 -1.36282 3.05305
H 1.11682 3.22162 -3.48808
C -3.24031 3.84826 1.93010
H -6.29476 -3.27113 1.25831
C -3.43169 -1.50779 0.74512
C -4.53778 -2.32235 0.48082
P -1.84892 0.07068 2.36741
H 1.44643 6.80165 -1.16716
C -3.43705 3.34675 4.27494
H -4.92135 0.05964 -1.23949
C -3.77123 2.77586 -2.89475
H -1.71629 3.35418 -3.05444
H 3.37478 -0.21731 4.52989
C 4.53472 -1.21356 -0.26718
C -0.34466 0.24139 4.72274
N 2.92726 2.91338 1.20816
P -0.18018 1.39355 -1.55270
H 3.68281 -0.12516 -4.19926
C 0.71639 3.51824 3.66653
Sn 0.18968 -0.41999 0.43567
H 4.27961 -0.36395 0.34814
C -2.91218 2.08231 4.05456
H 5.31268 1.32882 3.69401
H 2.72978 1.53785 -0.36073
C 3.23150 -0.40615 3.46091
H 4.33512 2.29382 -0.24740
C 3.49378 4.20834 1.56439
C -1.07303 -0.59043 3.86951
N 3.47673 -1.79699 -0.86462
H 3.89789 -1.21734 3.16378
H -5.95075 -2.41873 3.55562
C 1.16680 5.75840 -1.24390
H 4.58707 4.19180 1.51458
C 0.29723 -1.65382 6.05862
H -1.24821 0.07785 -3.93935
H -1.63894 -2.63086 3.46348
H -0.42426 -3.55731 5.38039
H -5.73275 1.99476 -2.51304
H 2.81607 3.83763 5.11350
C 4.94405 1.15951 2.67726
H 0.99014 4.57019 3.53661
H 2.30200 -1.20112 -5.94598
H 0.46250 5.63361 0.78304
Si -2.28631 -1.05177 -0.65542
C -5.24935 -2.16448 2.77172
C -2.83821 0.56623 -1.44090
C -3.25115 -1.03077 2.04675
H -0.16444 -1.09593 -5.80762
H -0.16325 3.25345 0.60069
H 3.78085 2.46534 4.58164
C 1.82645 -0.69584 -5.11546
C -1.08433 -1.96433 4.11298
H 2.61331 1.02794 -2.31456
H 5.10712 2.06297 2.09397
H -2.44066 2.28790 0.70107
C -2.53098 1.69874 2.76919
N 3.53672 0.78047 2.66179
H 2.95155 3.22506 -0.86054
C -2.70871 2.58613 1.70943
C 1.35439 5.07815 -2.44191
O 1.15967 1.07015 1.74054
C 0.44354 -0.63890 -5.03787
N 1.89280 2.65568 3.64616
H -4.12994 3.62323 -3.46389
H 6.99410 -3.23075 -1.39982
H 3.19795 4.49359 2.57193
H 6.63629 -1.22198 0.04043
C 3.64445 -2.88652 -1.64215
H -4.01145 5.21599 3.39214
H 3.12805 4.96386 0.86631

***

# 4
The following is a quantum chemistry calculation of a structure of composition C48H55ClN4OPPtSSbSe, from OMol25.

Values from the calculation:
Charge: +2
<S²>: 6.020
Spin multiplicity: 5
HOMO (spin up / spin down) in eV: -12.3 / -13.2
HOMO-LUMO gap (spin up / spin down) in hartree: 0.30617 / 0.22282
ΔE to the lowest compared entry with this formula, charge and spin in eV: 0.161

Atoms and positions in Å:
C -2.59524 0.01276 -4.48004
H 3.08583 -2.95823 -5.49073
H 4.30457 1.88087 5.32763
H 0.84618 3.40839 2.42140
H -1.82582 5.59084 2.28860
C 1.25811 4.28952 -1.50266
N 2.68126 -1.44822 -2.49727
H 4.23363 1.81835 2.86494
C 1.06673 1.34209 -7.44948
N -3.05000 2.92552 0.72821
H -4.63687 1.62230 1.02939
H -2.80195 -1.07646 2.02352
H -1.75297 -1.58097 4.92564
C 2.55376 2.34949 -2.15221
C 0.40738 3.84305 1.51851
C -4.34639 1.76243 -4.34027
H 4.59046 4.80769 -1.05428
H -5.87018 3.25883 -4.24042
H -0.30624 5.54241 -2.26923
H 1.56270 -4.98657 3.55210
C 0.49367 2.73338 -5.54006
H -4.43486 4.18559 -0.16835
H 0.92479 3.47525 -7.49634
H -2.16269 4.20239 -2.35034
H 0.04688 5.79168 -0.56516
C -3.01516 1.82993 4.55172
H -2.59174 4.11969 2.93786
H -3.07501 2.62433 5.28480
H 2.41994 5.93606 -0.79145
H 0.57251 -0.55980 -4.70942
C 1.33006 2.99615 -2.00816
H -3.19376 5.03045 0.74885
C 0.84004 -4.23853 3.84914
Se -1.70724 -1.06207 -1.17383
P -0.16178 -0.47771 2.69037
C 3.16345 -1.53365 -3.87960
H -5.00742 -0.20472 2.71636
C 2.39069 0.93519 5.56619
H 1.38534 -2.86827 2.29103
H 3.24140 -0.96808 -1.81241
H 2.70351 -0.74681 -4.48294
C -4.10385 0.23522 3.11816
H -3.17532 0.86735 0.37778
H 0.96796 4.40547 -4.27440
C -1.77251 1.36320 4.14230
H -4.95473 1.08465 -4.92746
C 3.67961 4.28789 -1.32027
C -4.17678 1.26877 4.04424
C 0.41292 1.57548 -4.75808
C -2.86994 -0.24634 2.71863
C -3.80770 1.74843 0.33029
H -0.87103 1.80380 4.54999
C -4.06306 3.87598 -3.25330
N 0.99819 -2.97389 -2.82945
C 0.01191 -4.46728 4.93928
C 2.30804 0.87938 2.80441
C 0.65347 0.32930 -5.32622
H -3.41152 -0.70761 -4.42340
C 0.83827 2.58606 -6.88389
H 2.42776 0.94454 6.64694
C -1.02049 -2.31831 4.62388
H -4.51313 4.18175 1.59603
H 0.08817 -5.39378 5.49248
H 3.39516 -3.66661 -3.90193
H 1.07038 -4.18287 -4.52301
C -4.85683 2.99376 -3.97039
H 0.23724 4.84408 -5.81503
O -1.06397 2.00761 0.10616
C 0.74628 -3.04845 3.14809
C 1.23651 0.35240 3.52353
H 1.31826 1.26612 -8.49889
C -1.65551 4.56254 2.61501
N -1.04206 3.75996 1.56739
H -0.76899 4.15768 -4.54535
C 2.82109 -2.90753 -4.43680
H -2.28688 0.08457 -5.52418
Sb -0.25812 1.66081 -2.69129
C 1.29958 0.38537 4.91720
H 0.77714 3.31219 0.64973
H -4.21254 1.84712 -0.67693
C 1.33585 -3.16573 -4.24212
C -2.27853 2.25097 -3.24763
C 1.71294 -2.21972 -2.00673
C -2.77957 3.50027 -2.89277
S 1.45649 -2.27644 -0.30265
C -0.17700 -2.08052 3.54005
H 4.24068 -1.37851 -3.87883
H -0.97380 4.59723 3.46493
Pt -0.08260 -0.26190 0.31126
C 3.44547 1.45450 4.82814
H -1.56938 -3.69008 6.16756
C -0.03706 5.03148 -1.34151
C 3.40846 1.42546 3.44378
H 2.59146 1.33830 -2.54980
Cl 2.29808 0.86247 1.06728
H -0.83736 4.34448 -1.07198
H 4.68265 2.49043 -1.94496
C 3.73309 2.99241 -1.81416
H -5.14142 1.62766 4.37898
C -1.69468 2.86802 0.78940
C -3.83279 4.15378 0.74195
H 0.28762 -3.55644 -2.41882
C 0.96819 0.20168 -6.66920
C -0.92017 -3.51285 5.32055
H 0.74809 -2.48548 -4.86416
H 0.49029 -0.04310 5.49559
H -1.76276 -0.38283 -3.90150
C -1.69771 0.31160 3.23799
H -4.43859 4.85343 -2.97802
C 0.21771 4.11267 -5.00931
C -3.05610 1.35788 -3.99022
H 1.12232 -0.77838 -7.10301
H 0.71592 4.88828 1.45224
C 2.45685 4.92059 -1.16824